Density functional theory data (the ωB97M-V functional and the def2-TZVPD basis) for a structure of composition C2H4Cl2N2O6V.

XYZ file:
```
17
Properties=species:S:1:pos:R:3
V -0.54 -1.43 2.78
N 0.38 0.13 0.86
O 0.12 -1.03 0.79
O 0.94 0.83 0.00
O -0.07 0.48 1.96
N 1.19 -2.02 4.66
O 1.45 -1.31 3.69
O 1.92 -2.17 5.57
O 0.06 -2.45 4.64
Cl -2.08 1.11 -1.39
C -1.34 1.41 -2.99
C 0.04 0.84 -3.23
Cl 0.67 1.02 -4.86
H -1.36 2.49 -3.15
H -2.07 1.04 -3.71
H -0.10 -0.23 -3.07
H 0.79 1.27 -2.57
```

The spin multiplicity is 4. Its gap between HOMO and LUMO (spin up / spin down) is 8.85 / 9.23 eV. Its charge is 0. For the electronic energy, the calculation gives -2503.6859 Ha.



Density functional theory data (the ωB97M-V functional and the def2-TZVPD basis) for a structure of composition C2H4Cl2OS.

XYZ file:
```
10
Properties=species:S:1:pos:R:3
C -0.95 -0.84 0.71
C 1.01 0.40 -0.85
H -1.85 -1.03 0.14
H -0.14 -1.51 0.40
H 0.93 2.29 -0.65
H 2.09 0.53 -0.75
O 0.32 1.54 -0.78
S 0.31 -1.04 -1.06
Cl -1.29 -1.16 2.42
Cl -0.44 0.83 0.41
```

The energy above the lowest of the compared OMol25 structures with the same formula, charge and spin comes out at 11.240 eV. Its gap between HOMO and LUMO is 6.89 eV. Its charge is 0. For the electronic energy, the calculation gives -1471.9667 Ha.



Density functional theory data (the ωB97M-V functional and the def2-TZVPD basis) for a cluster of 2 separate species, C2H4Cl3N2 in total.

XYZ file:
```
11
Properties=species:S:1:pos:R:3
C -0.96 -0.27 -0.09
C 2.05 -0.06 0.26
N -2.19 0.14 -0.08
N 0.07 0.42 0.23
Cl -0.83 -1.85 -0.73
Cl 2.29 -1.21 -1.00
Cl 2.74 1.48 0.04
H 2.20 -0.44 1.31
H -2.70 0.97 0.22
H -2.72 -0.60 -0.57
H 0.04 1.42 0.40
```

The energy above the lowest of the compared OMol25 structures with the same formula, charge and spin comes out at 1.262 eV. Its gap between HOMO and LUMO is 10.37 eV. Its charge is +1. For the electronic energy, the calculation gives -1568.3801 Ha.



Density functional theory data (the ωB97M-V functional and the def2-TZVPD basis) for a cluster of 2 separate species, C2H4Cl3PS in total.

XYZ file:
```
11
Properties=species:S:1:pos:R:3
C -0.05 -0.19 0.16
C -0.61 0.45 -1.12
P 0.33 2.74 -1.22
S 2.12 3.39 -1.52
Cl -2.30 0.66 -1.09
Cl -1.00 3.33 -2.57
Cl -0.54 3.37 0.56
H -0.51 0.23 0.99
H -0.21 -1.35 0.32
H 0.94 0.16 0.29
H -0.23 -0.01 -2.05
```

The energy above the lowest of the compared OMol25 structures with the same formula, charge and spin comes out at 0.594 eV. Its gap between HOMO and LUMO is 8.11 eV. Its charge is 0. For the electronic energy, the calculation gives -2198.7295 Ha.



Density functional theory data (the ωB97M-V functional and the def2-TZVPD basis) for a cluster of 2 separate species, C2H4ClFO2S in total.

XYZ file:
```
11
Properties=species:S:1:pos:R:3
C 2.07 0.58 -0.67
C 1.60 -0.40 0.17
O -1.30 0.37 -0.26
O -3.37 0.38 0.93
F 1.28 -0.09 1.44
S -2.76 -0.31 -0.19
Cl -2.18 -2.27 0.46
H -1.02 1.11 0.20
H 2.03 0.47 -1.75
H 2.11 1.60 -0.26
H 1.54 -1.44 -0.06
```

The energy above the lowest of the compared OMol25 structures with the same formula, charge and spin comes out at 0.771 eV. Its gap between HOMO and LUMO is 9.85 eV. Its charge is 0. For the electronic energy, the calculation gives -1187.2623 Ha.



Density functional theory data (the ωB97M-V functional and the def2-TZVPD basis) for an isolated molecule of C2H4ClIS.

XYZ file:
```
9
Properties=species:S:1:pos:R:3
C -0.88 0.41 -0.07
C 0.50 -0.60 -0.72
S -1.72 -0.61 1.18
Cl -2.84 -1.75 -0.05
I 1.81 0.79 -1.72
H -0.66 1.25 0.53
H -1.55 0.56 -1.01
H 0.15 -1.06 -1.54
H 1.02 -1.23 0.03
```

The energy above the lowest of the compared OMol25 structures with the same formula, charge and spin comes out at 1.333 eV. Its gap between HOMO and LUMO is 9.01 eV. The SMILES is ClSCCI. Its charge is 0. For the electronic energy, the calculation gives -1234.6203 Ha.



Density functional theory data (the ωB97M-V functional and the def2-TZVPD basis) for an isolated molecule of C2H4ClN.

XYZ file:
```
8
Properties=species:S:1:pos:R:3
C 0.33 -0.37 0.27
C -0.77 0.16 -0.56
N 0.10 1.06 0.09
Cl -2.44 -0.05 -0.05
H 0.09 -0.87 1.20
H 1.22 -0.73 -0.23
H -0.68 -0.11 -1.83
H -0.32 1.51 0.89
```

The energy above the lowest of the compared OMol25 structures with the same formula, charge and spin comes out at 1.493 eV. Its gap between HOMO and LUMO is 10.84 eV. The SMILES is Cl[C@@H]1CN1. Its charge is 0. For the electronic energy, the calculation gives -593.4863 Ha.



Density functional theory data (the ωB97M-V functional and the def2-TZVPD basis) for a structure of composition C2H4ClN.

XYZ file:
```
8
Properties=species:S:1:pos:R:3
C 0.02 -0.30 -1.28
C -0.11 0.46 1.06
N -0.64 0.57 -0.71
Cl 1.30 -0.54 1.39
H -0.46 -0.63 -2.23
H 0.94 -0.85 -1.06
H -1.02 -0.19 1.41
H -0.04 1.49 1.43
```

The energy above the lowest of the compared OMol25 structures with the same formula, charge and spin comes out at 2.156 eV. Its gap between HOMO and LUMO is 10.74 eV. Its charge is 0. For the electronic energy, the calculation gives -593.4619 Ha.



Density functional theory data (the ωB97M-V functional and the def2-TZVPD basis) for an isolated molecule of C2H4ClN.

XYZ file:
```
8
Properties=species:S:1:pos:R:3
C 0.30 0.73 -0.01
C 0.43 -0.74 -0.01
N -0.77 0.02 -0.66
Cl -2.26 0.03 0.22
H 0.05 1.31 0.86
H 0.92 1.38 -0.63
H 1.00 -1.31 -0.73
H 0.33 -1.42 0.97
```

The energy above the lowest of the compared OMol25 structures with the same formula, charge and spin comes out at 2.327 eV. Its gap between HOMO and LUMO is 10.63 eV. The SMILES is ClN1CC1. Its charge is 0. For the electronic energy, the calculation gives -593.4556 Ha.



Density functional theory data (the ωB97M-V functional and the def2-TZVPD basis) for a cluster of 2 separate species, C2H4ClN2 in total.

XYZ file:
```
9
Properties=species:S:1:pos:R:3
C -0.40 -0.75 0.47
C 1.05 1.25 0.80
N 0.21 0.36 0.64
N 1.60 2.21 1.20
Cl -1.40 -1.47 -2.27
H 0.18 -1.56 0.29
H -1.38 -0.73 0.56
H 2.47 2.61 1.35
H -2.33 -1.92 -3.04
```

The energy above the lowest of the compared OMol25 structures with the same formula, charge and spin comes out at 1.489 eV. Its gap between HOMO and LUMO is 8.80 eV. Its charge is +1. For the electronic energy, the calculation gives -647.9492 Ha.



Which of these has the highest electronic energy? number 9



The lowest electronic energy belongs to which entry? C2H4Cl2N2O6V



Among the records above, which one has the lowest electronic energy? C2H4Cl2N2O6V